{"formula": "C32H35ClGeHfIN12O3S2Se", "method": "wB97M-V/def2-TZVPD", "lumo_ev": -8.7, "homo_energy_ev": -15.43, "e_tot_ha": -8203.0128, "total_charge": 3, "orbital_gap_ev": 6.75, "e_above_lowest_kcal_mol": 49.3, "elements": ["Hf", "I", "Se", "Ge", "Cl", "S", "S", "O", "O", "O", "N", "N", "N", "N", "N", "N", "N", "N", "N", "N", "N", "N", "C", "C", "C", "C", "C", "C", "C", "C", "C", "C", "C", "C", "C", "C", "C", "C", "C", "C", "C", "C", "C", "C", "C", "C", "C", "C", "C", "C", "C", "C", "C", "C", "H", "H", "H", "H", "H", "H", "H", "H", "H", "H", "H", "H", "H", "H", "H", "H", "H", "H", "H", "H", "H", "H", "H", "H", "H", "H", "H", "H", "H", "H", "H", "H", "H", "H", "H"], "xyz": [[-0.1441, 0.7416, 0.1047], [4.0986, -0.7560, 2.5997], [-0.4153, -0.4020, -2.1489], [1.0226, -2.4494, 0.0695], [6.4382, 2.4318, -1.4817], [-0.2741, 5.2307, 1.7673], [2.6386, -1.5532, -1.4914], [-3.2603, 1.2207, 2.0252], [1.5295, 0.1715, 0.8849], [-2.0589, 0.7516, 0.3206], [-4.3236, 1.5496, -3.8312], [1.3111, 1.9312, -1.1671], [-0.7555, 3.0190, 0.5942], [1.9488, 3.9493, 2.6276], [0.4291, 2.8120, 1.2553], [-0.0256, 0.7977, 4.2703], [-1.1134, 0.7284, 2.2488], [3.8636, -3.0972, -3.2077], [-2.3040, 0.6243, 4.3162], [1.2286, 1.0327, 3.7218], [1.5661, -3.2216, -3.2745], [-2.1927, 0.9110, 1.5671], [-1.7234, -2.2699, 3.1623], [-2.9716, -2.2834, 2.5552], [2.2911, 3.2676, -2.8991], [-1.9300, -1.9243, 0.4221], [-3.0739, -2.1161, 1.1837], [-0.7332, -6.0296, -1.4806], [-2.8985, -0.3401, -3.6639], [-3.5428, 2.2271, -3.0212], [0.2447, -6.9684, -1.1954], [-3.5433, 4.9095, 1.4110], [-1.2602, 4.2040, 0.7610], [0.6685, -4.2941, -0.5894], [3.9111, 0.4869, 0.9111], [4.9984, 1.8205, -0.7785], [-0.5208, -4.6927, -1.1869], [1.6487, -5.2385, -0.3048], [2.6488, 0.7436, 0.3974], [1.1990, 2.7282, -2.2186], [2.6772, -2.7359, -2.7621], [-2.0798, 0.3704, -2.8020], [3.7308, 2.1585, -1.3239], [2.5610, 1.6288, -0.7115], [-0.5806, -2.0674, 2.4028], [0.8274, 3.8769, 1.9161], [-0.6679, -1.8756, 1.0192], [-2.5764, 4.6461, 0.2465], [-2.3970, 1.6770, -2.4584], [-1.1773, 0.7456, 3.6188], [3.5587, 2.9857, -2.4481], [1.4326, -6.5733, -0.5994], [-4.0369, 0.3045, -4.1387], [5.0674, 1.0136, 0.3333], [-3.8352, 3.2506, -2.8303], [4.4300, 3.3884, -2.9399], [1.9308, 0.4856, 4.2234], [-4.7280, -0.1937, -4.8012], [-1.6633, -6.3411, -1.9305], [-3.8593, -2.4770, 3.1375], [2.1895, 4.7907, 3.1246], [-2.4606, 5.5670, -0.3298], [-2.2917, 0.6299, 5.3234], [2.0240, -2.5977, 1.2082], [4.7095, -2.7587, -2.7733], [-1.6416, -2.4584, 4.2224], [0.3956, -2.1166, 2.8746], [0.0834, -8.0083, -1.4331], [-4.5170, 5.1896, 1.0188], [-3.2025, 0.6763, 3.8511], [-2.6581, -1.3548, -3.9471], [-0.0320, 0.8288, 5.2860], [-1.2897, -3.9659, -1.4127], [2.5286, 3.1369, 2.7547], [-3.1786, 5.7265, 2.0299], [-1.7720, 2.2450, -1.7707], [-4.0363, -2.1732, 0.6972], [6.0348, 0.7734, 0.7464], [1.2511, 0.7910, 2.7271], [2.1279, 3.8946, -3.7610], [-2.9787, 3.8721, -0.4079], [-3.6698, 4.0187, 2.0257], [-2.0353, -1.8745, -0.6561], [3.9722, -3.7458, -3.9759], [0.6628, -2.8306, -3.0321], [0.1946, 2.9554, -2.5579], [2.5715, -4.9239, 0.1670], [2.1867, -7.3072, -0.3636], [1.5979, -3.9021, -4.0232]], "atomic_forces_ev_per_a": [[3.1175, 2.1289, -1.2529], [0.1732, 0.1967, -0.3236], [-0.4186, -0.6302, -1.6527], [-0.0624, -1.8604, 0.0065], [-0.0386, -0.0179, 0.0040], [0.0728, -0.6992, -0.2214], [-0.2052, 0.0058, 0.4610], [-0.3733, 0.1434, -0.3558], [1.5077, -0.8802, 0.6442], [-4.0297, -0.2367, 0.0903], [-0.8936, 0.4476, -0.3276], [0.5393, 0.2444, -0.2230], [0.1571, 0.6974, 0.0039], [0.1306, 0.2380, 0.0517], [0.3401, 0.4937, 0.3768], [-0.7143, -0.2001, 0.0896], [0.7377, 0.0684, 0.0692], [0.2192, -0.2213, -0.1735], [-0.2005, 0.1967, -0.1106], [0.7635, 0.3295, -0.3601], [0.1703, -0.0156, -0.4530], [-2.9478, 0.2695, 1.6793], [0.3528, -0.0858, -0.0110], [-0.0166, -0.0686, -0.1963], [0.3009, -0.0847, 0.2241], [-0.0907, -0.5305, -0.1383], [-0.0084, 0.0151, 0.0495], [-0.0883, 0.0291, -0.1384], [0.1091, -0.0171, 0.2046], [0.5241, 0.0556, 0.3364], [0.0851, -0.0019, 0.0526], [0.0021, -0.0178, -0.1542], [0.0799, -0.2691, -0.1471], [0.0584, 0.9600, 0.2036], [-0.9922, -0.3347, 0.4140], [-0.1590, -0.2719, 0.3917], [-0.0492, 0.0850, 0.0820], [0.0756, 0.2319, 0.0911], [1.6364, 0.4451, 0.1312], [-0.2922, -0.0372, 0.0131], [-0.5394, 0.0721, 0.1141], [0.3511, -0.1413, 0.3308], [-0.3228, -0.1757, 0.1840], [0.5822, 0.1339, 0.0008], [0.0739, -0.2815, 0.2189], [-0.1117, -0.0763, -0.1590], [0.3655, -0.0986, -0.8537], [-0.3360, 0.1628, 0.0594], [-0.0983, 0.0150, -0.0852], [0.3846, -0.0577, 0.9700], [-0.3019, 0.0506, -0.0602], [0.0505, -0.1120, -0.0995], [0.4120, -0.3975, -0.0275], [0.3857, 0.3393, -0.4978], [0.0177, 0.1388, 0.1106], [0.0657, 0.0654, -0.0875], [-0.3613, -0.0601, -0.2533], [-0.0455, -0.1500, -0.0989], [-0.0908, -0.0263, -0.0610], [-0.0963, 0.0054, 0.1068], [0.0580, -0.0516, 0.0029], [0.0412, -0.0868, -0.0788], [0.0529, -0.0239, 0.0505], [0.0379, 0.1710, 0.0475], [-0.1436, -0.0194, 0.0706], [0.0460, -0.0126, 0.1058], [0.0089, 0.0603, 0.0611], [-0.0461, -0.1007, 0.0090], [-0.0423, 0.0411, 0.0080], [0.2877, 0.0071, 0.1488], [-0.0787, -0.0349, -0.0642], [-0.1601, 0.0433, -0.2766], [-0.1226, 0.0131, -0.0136], [-0.0551, -0.0489, 0.0217], [-0.0601, 0.0348, 0.1076], [-0.1612, 0.0858, -0.2193], [-0.0778, 0.0166, -0.0256], [0.0731, -0.0110, 0.0694], [-0.0358, -0.2167, 0.3994], [-0.0330, 0.0514, -0.0364], [0.0884, -0.0044, -0.0428], [0.0114, -0.0016, 0.0412], [0.0441, 0.1380, 0.1371], [-0.0264, 0.0810, -0.0156], [0.2358, -0.0585, 0.0515], [-0.0004, -0.0949, 0.0107], [0.0953, -0.1019, 0.0551], [0.0996, -0.0798, 0.0279], [-0.0950, -0.0029, 0.1045]]}

=====

{"formula": "C6H11N2O", "method": "wB97M-V/def2-TZVPD", "lumo_ev": -3.7, "homo_energy_ev": -12.13, "e_tot_ha": -419.6726, "total_charge": 1, "smiles": "C\\C(N)=[NH+]/C=C\\C=C\\O", "orbital_gap_ev": 8.47, "e_above_lowest_kcal_mol": 52.9, "elements": ["O", "N", "N", "C", "C", "C", "C", "C", "C", "H", "H", "H", "H", "H", "H", "H", "H", "H", "H", "H"], "xyz": [[-2.6221, -1.3578, -0.2628], [0.9358, 0.7324, -0.7839], [1.5388, -1.4394, -0.5538], [-0.9728, 1.8114, 0.1350], [-1.7338, -0.4580, -0.6799], [1.3401, -0.3631, 1.4914], [0.2737, 1.8193, -0.2712], [-1.8675, 0.6681, 0.0040], [1.2179, -0.3010, 0.0434], [-1.0701, -0.6827, -1.5236], [1.6315, -1.4675, -1.6311], [-2.6644, -2.2111, -0.7372], [1.8669, -1.2436, 1.8634], [0.8350, 2.6786, -0.2792], [2.1766, -2.1747, -0.1070], [1.9256, 0.4394, 1.9075], [0.9763, 0.5582, -1.8204], [-2.7216, 0.6020, 0.6888], [0.4342, -0.3695, 2.0928], [-1.5001, 2.7590, 0.4237]], "atomic_forces_ev_per_a": [[-0.8329, -2.3186, -0.5679], [0.8151, -3.3204, 0.4089], [1.9688, -2.1000, -2.4528], [-2.5378, 0.4211, -0.7892], [-0.0563, -0.0606, -0.3019], [0.1008, 0.4607, 2.1054], [-0.6726, 1.3362, 0.2735], [0.3404, 0.9422, 1.2715], [0.7987, -0.4158, -2.5264], [-0.3043, -0.0557, 0.4662], [-0.3424, 0.0902, 2.4700], [0.2354, 0.7995, 0.0407], [-0.0334, -0.2376, -0.7028], [1.1727, 2.0731, 0.1559], [-1.6519, 1.6540, -0.5652], [0.1245, 0.7716, -0.1869], [-0.0137, 0.2922, 1.5148], [0.3723, 0.3625, -0.1505], [-0.5375, 0.2317, -0.5373], [1.0540, -0.9263, 0.0738]]}

=====

{"formula": "C5H7N", "method": "wB97M-V/def2-TZVPD", "lumo_ev": 1.1, "homo_energy_ev": -9.39, "e_tot_ha": -249.3434, "smiles": "[H]/N=C(\\C)C1C=C1", "orbital_gap_ev": 10.51, "e_above_lowest_kcal_mol": 81.5, "elements": ["N", "C", "C", "C", "C", "C", "H", "H", "H", "H", "H", "H", "H"], "xyz": [[0.7038, -1.4502, -0.4382], [-2.1574, -0.8001, -0.1204], [-1.8733, -0.6514, -1.3689], [-1.0444, 0.1484, -0.3582], [0.3543, -0.3290, -0.0276], [1.2267, 0.5615, 0.8911], [-1.0775, 1.2995, -0.3043], [2.3005, 0.4255, 0.3817], [0.9200, 1.6135, 1.0159], [-2.3269, -0.7263, -2.3882], [-2.8866, -1.1188, 0.5900], [1.6436, -1.7456, -0.0968], [1.4158, 0.2262, 1.8813]], "atomic_forces_ev_per_a": [[1.3436, -1.7390, -0.2961], [-0.6008, 0.4663, -0.2967], [-0.7646, 0.5762, -0.3506], [1.0571, 1.2898, -0.7295], [-0.5529, 1.4192, 1.4826], [2.1932, -0.1655, -2.4362], [-0.6175, -1.7372, 0.0872], [-2.1173, 1.0118, 1.1046], [0.1747, -0.3948, -0.6197], [1.0757, -0.0477, 1.1102], [-0.0359, -0.2263, 0.3496], [-0.7739, 0.4389, -0.2994], [-0.3813, -0.8918, 0.8940]]}

=====

{"formula": "CH6N3OS", "method": "wB97M-V/def2-TZVPD", "lumo_ev": -5.0, "homo_energy_ev": -14.05, "e_tot_ha": -679.0335, "total_charge": 1, "orbital_gap_ev": 9.04, "e_above_lowest_kcal_mol": 66.8, "elements": ["S", "O", "N", "N", "N", "C", "H", "H", "H", "H", "H", "H"], "xyz": [[2.1710, 0.6936, 0.5330], [1.3587, 0.0476, -0.9660], [1.1226, -0.2200, 1.5175], [-0.0571, -0.4183, 0.7049], [-0.6820, -0.7892, -1.5870], [0.1380, -0.2940, -0.6292], [-0.8536, -0.7497, 1.1440], [-1.6879, 2.3997, 0.5699], [1.5553, -1.0101, 1.9001], [-1.0614, 1.9174, 0.8042], [-1.6961, -0.8448, -1.4844], [-0.3076, -0.7320, -2.5071]], "atomic_forces_ev_per_a": [[-1.2805, -0.4490, -0.2623], [-0.3950, 0.1906, 0.6426], [-0.8509, 2.6581, -1.7415], [2.5533, 1.0198, -0.9118], [0.3286, 1.1729, 1.7257], [0.6867, -2.1203, 0.2488], [-1.8325, -0.5638, 0.8870], [1.7605, -1.3576, 0.6467], [0.2199, -2.1201, 0.0422], [-1.8154, 1.4836, -0.6431], [0.5753, -0.0955, 0.1541], [0.0500, 0.1814, -0.7884]]}

=====

{"formula": "C32H26MgNO4P2", "method": "wB97M-V/def2-TZVPD", "lumo_ev": 2.5, "homo_energy_ev": -4.64, "e_tot_ha": -2473.7405, "total_charge": -1, "orbital_gap_ev": 7.15, "elements": ["P", "P", "Mg", "O", "O", "O", "O", "N", "C", "C", "C", "C", "C", "C", "C", "C", "C", "C", "C", "C", "C", "C", "C", "C", "C", "C", "C", "C", "C", "C", "C", "C", "C", "C", "C", "C", "C", "C", "C", "C", "H", "H", "H", "H", "H", "H", "H", "H", "H", "H", "H", "H", "H", "H", "H", "H", "H", "H", "H", "H", "H", "H", "H", "H", "H", "H"], "xyz": [[-8.1381, -18.0207, 8.0479], [-5.3597, -14.6696, 6.3686], [-7.5414, -15.4736, 7.8731], [-9.1409, -14.7907, 8.6666], [-9.5944, -13.8145, 10.6434], [-6.4859, -14.8894, 9.3414], [-7.0745, -14.5997, 11.4953], [-8.0110, -16.0069, 5.9457], [-9.1213, -18.1493, 11.9591], [-7.6074, -16.5909, 3.8045], [-3.5901, -12.9900, 5.0707], [-4.1223, -15.9169, 6.0432], [-8.5260, -17.5162, 4.3489], [-4.3540, -13.1016, 6.2435], [-9.5043, -17.7964, 6.7770], [-3.0228, -17.6015, 4.7363], [-3.3843, -11.0825, 7.0368], [-6.3166, -14.5850, 4.8139], [-2.0085, -17.7061, 5.6183], [-9.8806, -19.2904, 12.0251], [-3.1029, -16.0526, 6.9811], [-7.1569, -19.3364, 7.3974], [-5.2726, -21.2324, 6.6783], [-2.0443, -16.9212, 6.8072], [-8.6214, -17.7861, 10.6693], [-4.8657, -20.0082, 7.2475], [-9.6932, -19.7063, 9.6750], [-4.0976, -16.6769, 4.8952], [-2.6345, -10.9499, 5.8663], [-7.3283, -15.6749, 4.8014], [-5.8202, -19.0564, 7.5818], [-8.7882, -17.0814, 5.6216], [-2.7800, -11.9279, 4.8460], [-10.1991, -20.0696, 10.8980], [-4.3387, -12.0898, 7.1760], [-6.6247, -21.4933, 6.5065], [-8.8649, -18.6001, 9.6019], [-7.5611, -20.5205, 6.8746], [-7.3189, -14.6377, 10.3126], [-8.8537, -14.3494, 9.8623], [-8.0178, -16.8907, 10.6156], [-1.2573, -16.9039, 7.5901], [-10.8244, -20.9631, 10.9968], [-8.9387, -17.4903, 12.8017], [-2.9812, -18.2792, 3.8925], [-6.8218, -13.5682, 4.7420], [-8.6402, -20.7232, 6.7904], [-7.1469, -16.5503, 2.8144], [-10.0782, -18.6368, 6.3528], [-4.8169, -16.5658, 4.0911], [-10.2599, -19.6229, 12.9828], [-5.6298, -14.6058, 3.9688], [-3.8079, -19.8282, 7.4577], [-5.5955, -18.0602, 7.9874], [-10.3037, -17.1069, 7.1514], [-1.1678, -18.3500, 5.4797], [-1.8738, -10.1786, 5.6714], [-6.9081, -22.4449, 6.1858], [-3.6103, -13.7780, 4.3396], [-3.2363, -10.3036, 7.8209], [-2.3227, -11.8141, 3.8639], [-5.0038, -12.1628, 8.0508], [-9.0184, -18.3142, 3.9008], [-4.5194, -21.9746, 6.4067], [-3.1724, -15.3356, 7.8041], [-9.9384, -20.2557, 8.7795]], "atomic_forces_ev_per_a": [[-1.9397, 1.0378, -0.3890], [-0.8320, 1.3411, 0.4105], [0.0286, -0.0237, -0.7707], [-0.0108, 0.3503, 0.6368], [-0.5483, 0.3795, 0.3837], [-0.2231, 0.0490, 0.8054], [0.4312, -0.0979, 0.5184], [0.1237, 0.4960, -0.7264], [0.2663, 0.4737, -1.7404], [0.4869, 0.4303, -0.5473], [-0.3851, -0.6101, 0.4934], [0.2131, -0.0996, -0.8531], [0.1307, 1.1735, 0.2676], [-0.2285, -1.0660, -0.9316], [-0.6736, 1.0758, -0.7768], [-1.4507, 0.1951, -1.1453], [0.4799, 1.6943, 0.0431], [-0.5675, 1.4468, -0.3275], [0.6554, 0.9620, 2.6115], [-0.4497, -0.6533, 0.4864], [0.1162, 0.4408, 0.4776], [0.4451, 0.6972, 0.3748], [0.3544, 0.7050, 0.4671], [0.1517, 0.2772, -0.0268], [-0.1234, -0.1102, 2.4791], [0.2692, -0.3712, -0.1480], [-0.1951, -0.3149, 0.3250], [1.2067, -1.0564, -0.2962], [0.2244, -0.8843, -0.7579], [0.0135, -0.8725, 0.1321], [1.0562, -0.0389, -0.0834], [0.3353, -0.6392, 1.5504], [0.3099, 1.5947, 0.3735], [-0.0213, -0.1152, 0.3684], [0.0761, -0.4030, 0.8041], [0.4249, 1.5320, 0.7208], [0.1209, 0.3950, -1.3909], [-0.9188, -1.7392, -0.5792], [-0.6410, 0.5187, -0.4088], [0.8829, -0.7477, -0.6185], [0.0310, -0.0965, -0.2357], [-0.4438, -0.3402, -0.8439], [0.1845, 0.3926, 0.0471], [0.0019, -0.2469, -0.0248], [-0.2540, 0.2409, -0.2972], [0.6433, -0.9538, 0.3610], [0.5744, 0.0008, -0.1024], [-0.3236, -0.1954, 0.2486], [0.5664, -0.2349, 0.4649], [-0.1021, -0.1644, 0.3006], [-0.0878, 0.0535, 0.0985], [-0.1378, -0.2023, -0.2578], [-0.3266, 0.0246, -0.2429], [0.4362, -0.6088, -0.1029], [0.7990, -0.4461, 0.2436], [0.2574, -0.4889, -0.2790], [-0.6265, -0.1314, 0.5532], [-0.6377, -1.2606, -0.6922], [-0.1585, -0.2650, -0.1988], [-0.3307, -0.7916, -0.5819], [0.2742, 0.0150, 0.3612], [0.5057, 0.1233, -0.3538], [-0.5620, -1.3066, -0.8798], [-0.2519, 0.1676, 0.1034], [0.3563, -0.5339, 0.1853], [0.0179, -0.1739, -0.0858]]}

=====

{"formula": "C4H13N2", "method": "wB97M-V/def2-TZVPD", "lumo_ev": -3.1, "homo_energy_ev": -13.15, "e_tot_ha": -269.3925, "total_charge": 1, "smiles": "C[NH2+][C@@H](C)CN", "orbital_gap_ev": 10.02, "e_above_lowest_kcal_mol": 67.9, "elements": ["N", "N", "C", "C", "C", "C", "H", "H", "H", "H", "H", "H", "H", "H", "H", "H", "H", "H", "H"], "xyz": [[1.0410, 0.9200, -0.0259], [-2.1105, -1.1082, 0.4393], [0.9058, 1.8121, -1.2094], [0.0381, -0.2901, -0.1634], [1.0820, -1.3595, 0.2125], [-1.1306, -0.0062, 0.7444], [-1.7800, 0.9093, 0.5040], [0.8238, -2.4558, 0.1015], [1.4259, -1.2338, 1.2969], [-3.1045, -0.9472, 0.5196], [-0.9381, 0.1531, 1.8548], [-0.1645, -0.5590, -1.1532], [-1.6717, -1.9801, 0.8388], [0.4323, 1.2626, -1.9980], [1.9514, -1.6450, -0.5666], [1.8559, 2.1370, -1.4444], [0.2658, 2.7165, -1.0669], [1.9938, 0.4994, -0.0636], [1.0242, 1.5225, 0.7779]], "atomic_forces_ev_per_a": [[0.1220, 0.0407, -2.4298], [3.0351, -0.8128, 0.6847], [-1.9885, 0.9256, 0.1679], [3.2524, 0.1835, 3.0843], [1.0567, -3.7655, 0.6056], [-3.8579, -0.0012, 0.2241], [1.6434, -0.7413, -0.2619], [-1.1460, 1.1234, 0.7593], [-0.0368, -0.2037, -1.6335], [0.3628, -0.1245, 0.5532], [0.4893, -0.5807, -1.2308], [-0.9151, 0.9006, -1.6873], [-1.8249, 1.0704, -0.5566], [0.1924, -0.2652, -0.5191], [-1.3194, 2.1865, 1.4925], [1.9190, 0.7606, -0.9006], [0.4486, -0.8766, 0.5073], [-0.8469, 0.4379, 0.1293], [-0.5861, -0.2579, 1.0113]]}